{"formula": "C67H162N8O18", "method": "the ωB97M-V functional and the def2-TZVPD basis", "symbols": ["C", "C", "C", "C", "C", "C", "N", "O", "C", "C", "C", "H", "H", "H", "H", "H", "H", "H", "H", "H", "H", "H", "H", "H", "H", "H", "H", "H", "H", "H", "C", "C", "C", "C", "C", "C", "N", "O", "C", "C", "C", "H", "H", "H", "H", "H", "H", "H", "H", "H", "H", "H", "H", "H", "H", "H", "H", "H", "H", "H", "C", "C", "C", "C", "C", "C", "N", "O", "C", "C", "C", "H", "H", "H", "H", "H", "H", "H", "H", "H", "H", "H", "H", "H", "H", "H", "H", "H", "H", "H", "C", "C", "O", "H", "H", "H", "H", "H", "H", "C", "C", "O", "H", "H", "H", "H", "H", "H", "C", "C", "O", "H", "H", "H", "H", "H", "H", "C", "C", "O", "H", "H", "H", "H", "H", "H", "C", "C", "O", "H", "H", "H", "H", "H", "H", "C", "O", "C", "C", "N", "C", "C", "O", "C", "H", "H", "H", "H", "H", "H", "H", "H", "H", "H", "H", "H", "H", "H", "H", "C", "O", "C", "C", "N", "C", "C", "O", "C", "H", "H", "H", "H", "H", "H", "H", "H", "H", "H", "H", "H", "H", "H", "H", "C", "O", "C", "C", "N", "C", "C", "O", "C", "H", "H", "H", "H", "H", "H", "H", "H", "H", "H", "H", "H", "H", "H", "H", "C", "O", "C", "C", "N", "C", "C", "O", "C", "H", "H", "H", "H", "H", "H", "H", "H", "H", "H", "H", "H", "H", "H", "H", "C", "O", "C", "C", "N", "C", "C", "O", "C", "H", "H", "H", "H", "H", "H", "H", "H", "H", "H", "H", "H", "H", "H", "H"], "xyz": [[24.9623, 13.2884, 26.3498], [24.2333, 12.8608, 25.0360], [23.1277, 11.9204, 25.3633], [22.1224, 11.7137, 24.1773], [21.5547, 13.1238, 23.9901], [22.5970, 14.1308, 23.4720], [23.6401, 14.1636, 24.5250], [24.8429, 14.8031, 23.9827], [23.2041, 13.6676, 22.1255], [21.9433, 15.5398, 23.3544], [25.2278, 12.1920, 24.0489], [25.8204, 14.0017, 26.2130], [25.3827, 12.3691, 26.6529], [24.2542, 13.7316, 27.0679], [23.6452, 10.9607, 25.7581], [22.5589, 12.2853, 26.2655], [21.2132, 11.1395, 24.4102], [22.5942, 11.3179, 23.2790], [21.1506, 13.4247, 24.9606], [20.7234, 13.1060, 23.3268], [23.7812, 14.5437, 21.7883], [23.7655, 12.7483, 22.1564], [22.3614, 13.4633, 21.4375], [21.7394, 16.0085, 24.2455], [22.6533, 16.2152, 22.8585], [20.9616, 15.4314, 22.7877], [25.9217, 12.9778, 23.7459], [24.7560, 11.6829, 23.3025], [25.7713, 11.4234, 24.6972], [24.8824, 15.6549, 24.3811], [20.6454, 13.4307, 29.1256], [19.5813, 14.2552, 28.3944], [20.1625, 15.4110, 27.6957], [19.2683, 16.0849, 26.6449], [18.7220, 15.0966, 25.6207], [18.1032, 13.8037, 26.2453], [19.0837, 13.3555, 27.2680], [18.6965, 12.0653, 27.7590], [16.6528, 14.0727, 26.7577], [17.9115, 12.7797, 25.1285], [18.5244, 14.6969, 29.4470], [21.4913, 13.3995, 28.4624], [20.2676, 12.3752, 29.3333], [20.8352, 14.0471, 30.0299], [20.5942, 16.2016, 28.3507], [21.0886, 14.9962, 27.3078], [19.8539, 16.8048, 26.1182], [18.3890, 16.5868, 27.1683], [19.5249, 14.7403, 24.9980], [17.9374, 15.5266, 24.9957], [16.2755, 13.2520, 27.3655], [16.5753, 14.9750, 27.3921], [15.9130, 14.2405, 25.9412], [17.2060, 13.1987, 24.3414], [18.9267, 12.5313, 24.7140], [17.5276, 11.7643, 25.5389], [19.0560, 14.9222, 30.3619], [17.8229, 13.8737, 29.6611], [17.8740, 15.6054, 29.1416], [18.0537, 12.1815, 28.5307], [12.6814, 11.6157, 22.4377], [11.8892, 11.9779, 23.7400], [12.9320, 12.6374, 24.7200], [12.4395, 13.2972, 25.9823], [11.4217, 14.3380, 25.5227], [10.2661, 13.7286, 24.6542], [10.9536, 13.0665, 23.4731], [9.9282, 12.6053, 22.5595], [9.3928, 12.7835, 25.4998], [9.4003, 14.8875, 24.1630], [11.2562, 10.7072, 24.3902], [12.1275, 10.9836, 21.7574], [13.5364, 11.0477, 22.7519], [13.0132, 12.4582, 21.8722], [13.7007, 11.9275, 24.9263], [13.4335, 13.3580, 24.0657], [13.3469, 13.5291, 26.4853], [11.9566, 12.5992, 26.6278], [11.9329, 15.0566, 24.8442], [10.9690, 14.9280, 26.3369], [9.1319, 11.9685, 24.8156], [9.9193, 12.3342, 26.3436], [8.5134, 13.2477, 25.9053], [9.8994, 15.5370, 23.4644], [8.5411, 14.5190, 23.6368], [9.1240, 15.4591, 25.1354], [10.4377, 10.3718, 23.8114], [11.0768, 10.9211, 25.4399], [11.9782, 9.8808, 24.4780], [9.9222, 13.2076, 21.8094], [10.4174, 16.9079, 20.5857], [11.1057, 15.5836, 20.8386], [12.0000, 15.3072, 19.7420], [11.2181, 17.6979, 20.4872], [9.6061, 17.0292, 21.3203], [9.9491, 16.8676, 19.5502], [10.3051, 14.8893, 20.9095], [11.6308, 15.5648, 21.8347], [12.8332, 15.2386, 20.1692], [16.1685, 18.5719, 26.6446], [15.0938, 18.2345, 27.6136], [13.9361, 17.9103, 26.8157], [16.1375, 19.6324, 26.3898], [15.9972, 17.8491, 25.8242], [17.1878, 18.4616, 26.9605], [14.7548, 19.1464, 28.1420], [15.3873, 17.4447, 28.2935], [13.4531, 17.1300, 27.1089], [25.1229, 16.6698, 20.3647], [23.9595, 17.2026, 19.4687], [22.6943, 16.9351, 20.0929], [26.0299, 17.2150, 20.0946], [25.3349, 15.6599, 20.3382], [25.0436, 17.0984, 21.4234], [23.9937, 16.7303, 18.4482], [24.0253, 18.2605, 19.4829], [22.4039, 16.0317, 19.8856], [20.9199, 20.7735, 29.3394], [20.2403, 19.5057, 28.6900], [19.4209, 19.9491, 27.5836], [21.5764, 21.2921, 28.6763], [21.4996, 20.6348, 30.2706], [20.2286, 21.5735, 29.5821], [19.5147, 19.0017, 29.4148], [20.9831, 18.7581, 28.3168], [20.0380, 20.1107, 26.9204], [10.8892, 19.4930, 23.6329], [12.0165, 18.5204, 23.9317], [13.2790, 19.1571, 24.1898], [11.2699, 20.3024, 22.9852], [10.4384, 19.8834, 24.5442], [10.1224, 18.8536, 23.1513], [12.1284, 17.8536, 23.0503], [11.8323, 17.8749, 24.8171], [13.6947, 18.7541, 24.9271], [20.2597, 22.7672, 15.1053], [19.9798, 23.1044, 16.4272], [20.9530, 22.6936, 17.4130], [20.9736, 21.1856, 17.6646], [20.0365, 20.7593, 18.6736], [19.9847, 19.4002, 19.1700], [18.8269, 19.2717, 20.1896], [17.5687, 19.4968, 19.5345], [16.6289, 18.4524, 19.3876], [19.8345, 23.5794, 14.5306], [19.9404, 21.8041, 14.7353], [21.3453, 22.8187, 14.9293], [20.7003, 23.0933, 18.4089], [21.9413, 23.1057, 17.0392], [21.9751, 21.0662, 18.1086], [20.8656, 20.6478, 16.7291], [19.0562, 21.0400, 18.3717], [20.8882, 19.1817, 19.8041], [19.8683, 18.6603, 18.4390], [18.8764, 20.0940, 20.9581], [18.8932, 18.2949, 20.6318], [16.3176, 18.0250, 20.3800], [16.9236, 17.6251, 18.7669], [15.7348, 18.8949, 18.8538], [17.2506, 18.5681, 23.3798], [16.8593, 17.2986, 22.8167], [15.7122, 16.6222, 23.3093], [15.2629, 15.6827, 22.2595], [16.2047, 14.5678, 22.1339], [15.8966, 13.6855, 21.0502], [17.0374, 12.6476, 20.8196], [18.3206, 13.2853, 20.6530], [19.3861, 12.3714, 20.7322], [17.9876, 18.9960, 22.7454], [17.6499, 18.4263, 24.3644], [16.3714, 19.2245, 23.4771], [14.9593, 17.3458, 23.5732], [16.0041, 16.1732, 24.2749], [15.0968, 16.2108, 21.2652], [14.2665, 15.2743, 22.4620], [17.1410, 14.9633, 21.9776], [15.7386, 14.2671, 20.1275], [14.9903, 13.1627, 21.3628], [16.8508, 11.9456, 19.9937], [17.0889, 12.0671, 21.7662], [19.2866, 11.8285, 21.6599], [20.3238, 12.9283, 20.7383], [19.3574, 11.7626, 19.8396], [21.5413, 13.3532, 18.0211], [20.2113, 13.6593, 17.6678], [19.7686, 14.9735, 17.7318], [18.2179, 14.9065, 17.5783], [17.8834, 14.2722, 16.3101], [16.4359, 14.4861, 16.2529], [15.9472, 13.7844, 15.0283], [16.1579, 12.3755, 15.2247], [15.7104, 11.5898, 14.1577], [22.2652, 13.7859, 17.3315], [21.6727, 12.2571, 18.1177], [21.7062, 13.7713, 19.0389], [20.1074, 15.6590, 17.0039], [20.0011, 15.4666, 18.6943], [17.8887, 15.9550, 17.6011], [17.8917, 14.3661, 18.4931], [18.0326, 13.2688, 16.4213], [16.2310, 15.5462, 16.1430], [15.9070, 14.1207, 17.0956], [16.4833, 14.2038, 14.1214], [14.9060, 14.0595, 14.9528], [16.0581, 10.5589, 14.2459], [16.1562, 11.9153, 13.1623], [14.5957, 11.6490, 14.0613], [15.6341, 22.9167, 24.9073], [15.3181, 23.6253, 26.1246], [14.7923, 22.7363, 27.0793], [13.4408, 22.1805, 26.8212], [13.2288, 21.1975, 27.9692], [11.9010, 20.5508, 27.9275], [10.8160, 21.6671, 28.1187], [11.2240, 22.5206, 29.1352], [10.2520, 23.4312, 29.6038], [16.0045, 23.6827, 24.1883], [14.7060, 22.5047, 24.5070], [16.4194, 22.1290, 25.1923], [14.7201, 23.4299, 27.9097], [15.5658, 21.9607, 27.3228], [13.4388, 21.5574, 25.9068], [12.6654, 22.9448, 26.7306], [13.1414, 21.7445, 28.8399], [11.9450, 19.7723, 28.6890], [11.7165, 20.0537, 26.9504], [9.7944, 21.2389, 28.2292], [10.8595, 22.1861, 27.1558], [9.3574, 22.9459, 29.9723], [9.9951, 24.1964, 28.7991], [10.6366, 23.9420, 30.4712], [22.3509, 23.3857, 20.7705], [22.9518, 23.2114, 22.0438], [22.0953, 23.7628, 23.0297], [22.5193, 23.2507, 24.3673], [22.7470, 21.8291, 24.3057], [21.5390, 21.0975, 24.1975], [21.7455, 19.6730, 24.5101], [22.6985, 19.0575, 23.6427], [22.3630, 18.9081, 22.2212], [22.1371, 24.4733, 20.6637], [21.4000, 22.8034, 20.6016], [23.1409, 23.0892, 20.0953], [21.1088, 23.4834, 22.7035], [22.2619, 24.8053, 22.9793], [21.9004, 23.6137, 25.1922], [23.4759, 23.7349, 24.5760], [23.4973, 21.5861, 23.6789], [21.1442, 21.0941, 23.1783], [20.7391, 21.4857, 24.8850], [20.7834, 19.1595, 24.5028], [22.1292, 19.4281, 25.5187], [23.2600, 18.4908, 21.7606], [22.2265, 19.8508, 21.7101], [21.5293, 18.2630, 22.0296]], "forces_ev_per_angstrom": [[0.04, 0.77, -1.24], [0.10, 1.92, -0.33], [-0.79, -2.46, 1.44], [-0.10, 1.02, 1.25], [0.87, 0.01, -0.09], [0.09, -0.57, 0.69], [1.26, 0.05, 0.01], [-0.83, -0.54, -0.64], [-1.41, 1.19, -0.27], [0.33, -1.61, -2.94], [1.74, 0.77, 4.09], [-0.94, -0.63, -0.22], [0.54, -0.96, 1.24], [0.25, -0.40, -0.23], [-0.95, 1.18, -0.84], [0.32, -0.20, -0.92], [0.74, -0.50, 0.28], [-0.05, -0.05, 0.04], [0.15, 0.20, -0.01], [-0.75, 0.10, -0.83], [0.05, -0.76, -0.31], [0.30, 0.17, 0.14], [0.33, 0.34, 0.04], [-0.54, 0.60, 2.51], [-0.42, -0.15, -0.33], [1.28, 0.33, 0.36], [0.01, -0.56, -0.40], [-1.01, -1.21, -2.11], [-0.43, 0.90, -1.00], [-0.22, 1.06, 0.64], [-1.08, -0.03, 0.49], [-2.09, -1.45, 0.13], [1.55, 1.64, -0.45], [-1.33, -0.68, 0.99], [-0.64, -0.93, 0.73], [-0.82, 1.08, 0.24], [-0.38, -0.53, 0.18], [-0.93, 0.54, 1.21], [-0.14, 0.96, 0.45], [0.47, -1.73, -0.11], [-1.35, 0.54, -1.04], [0.65, -0.32, 0.03], [0.68, 1.61, 0.03], [0.49, -0.94, -0.32], [-0.73, -0.47, 0.21], [0.13, 0.15, -1.08], [0.25, 0.89, -0.24], [1.18, -0.35, -0.61], [0.33, 0.08, -0.44], [0.21, 0.23, -0.14], [0.03, -0.25, -0.04], [0.20, -0.26, -0.18], [0.72, -0.27, 0.26], [1.00, -0.58, 0.86], [-0.97, 0.28, -0.02], [0.33, 1.81, -0.65], [-0.11, 0.24, 0.24], [0.14, 0.24, 0.09], [1.19, -1.44, 0.39], [0.95, 0.02, -1.42], [-1.07, -0.43, 1.07], [0.84, -0.11, 0.57], [-0.30, -0.54, -1.70], [-0.95, -0.37, -1.55], [0.20, 0.89, -0.39], [1.20, -0.09, 0.40], [-1.10, 0.89, -0.27], [0.08, -0.51, 0.71], [0.54, -0.78, -0.69], [0.04, 0.34, 1.84], [2.12, 0.56, 0.41], [-0.42, -0.15, -0.05], [0.60, -0.31, 0.11], [0.11, 0.87, -0.13], [0.50, -0.89, 0.28], [0.04, 0.42, 0.29], [0.49, 1.34, 0.73], [-0.43, -0.77, 0.50], [-0.16, -0.19, 0.44], [0.11, -0.29, -0.14], [-0.51, 0.15, 0.43], [0.04, 0.11, -0.11], [-0.47, 0.38, -0.05], [0.56, 0.40, -0.04], [-0.73, -0.18, 0.10], [0.10, -0.70, -1.90], [-1.13, -0.33, -0.22], [-0.72, -0.06, -0.16], [0.09, 0.25, -0.57], [0.39, 0.16, 0.12], [0.46, 0.35, -1.56], [0.63, 1.10, 0.24], [-1.35, -0.07, 0.63], [-1.19, -0.38, 0.65], [0.50, 0.60, -0.15], [0.40, -0.06, 1.23], [-0.47, -1.29, -0.20], [-0.28, 0.03, -0.95], [1.39, -0.24, 0.10], [0.30, -0.17, -0.77], [-1.08, 1.16, 0.54], [-0.40, -0.55, -0.38], [-0.42, -0.17, -0.70], [0.35, 0.85, -0.07], [0.49, -0.37, 0.67], [0.54, -0.55, 0.32], [-0.20, -0.32, 0.15], [0.31, 0.13, 0.24], [-0.25, 4.01, 0.79], [0.31, -2.38, 0.94], [-0.29, -0.54, -0.56], [0.23, -0.23, -0.60], [0.07, -2.16, 0.08], [-0.52, -1.11, -1.16], [0.07, 0.81, 0.78], [0.12, 1.01, -0.60], [0.26, 0.38, 0.10], [-0.24, -0.63, 0.62], [-0.58, 0.67, 0.96], [-0.96, -0.90, 2.16], [0.74, -0.12, -0.92], [-0.27, -0.56, -0.43], [-0.79, -0.31, 0.06], [1.15, 0.64, -0.89], [-0.45, 0.53, 0.49], [1.40, 0.63, -2.13], [0.09, -0.72, 0.06], [1.02, -0.69, 0.46], [-1.05, 1.04, -1.64], [-0.45, -0.40, 0.18], [0.15, 0.30, -0.01], [0.17, 0.77, -0.10], [0.07, 0.20, 0.36], [-0.44, 0.24, -0.53], [0.46, -0.72, 1.42], [1.29, 0.94, -0.20], [-0.31, -0.28, 1.73], [-0.19, 0.03, -0.90], [1.20, 0.11, 0.55], [-2.63, 1.36, -0.24], [0.53, 1.33, 2.66], [-0.30, 1.25, -0.84], [0.12, 0.02, -0.20], [-1.35, 0.45, 0.70], [-0.32, -0.11, -0.47], [-0.49, -0.44, 0.24], [0.02, -0.06, -0.03], [-0.09, 0.54, -0.69], [-0.77, -0.69, 0.64], [-0.02, -0.61, -0.40], [0.32, -0.32, -0.40], [1.58, -0.54, 0.54], [-0.41, 0.10, -0.91], [-0.07, -1.34, -1.36], [0.34, -0.90, -0.59], [-0.20, -0.56, 0.45], [0.20, 0.47, -0.75], [0.73, -0.42, -0.38], [0.90, -0.33, 0.82], [-1.82, -1.16, 0.25], [0.80, 0.53, -0.73], [0.92, 1.37, 1.16], [-0.37, -0.99, -1.40], [0.93, 0.91, 0.50], [0.87, -0.43, -0.71], [0.20, 0.25, 1.23], [-1.27, 0.68, 0.05], [-0.29, 0.67, -0.23], [0.49, 0.27, -0.59], [0.42, -0.08, 0.66], [0.19, -0.02, -0.18], [-0.65, 0.44, -0.16], [-0.32, -0.58, -0.37], [0.46, -0.12, 0.89], [0.01, -0.09, 0.47], [-0.42, -0.17, 0.16], [-0.26, -0.24, -0.18], [-0.05, -0.26, -0.58], [-0.17, 0.30, 0.03], [0.00, 0.00, -0.41], [0.21, -0.66, 0.26], [-0.12, 0.07, 0.03], [0.21, -0.70, -0.11], [-0.34, 0.46, 1.11], [0.29, -1.12, -0.50], [-1.83, 0.19, 1.42], [2.77, -0.02, 0.92], [-0.93, 0.71, 1.54], [1.03, -0.42, -2.15], [0.24, 0.09, -0.56], [0.05, 0.78, -0.20], [-0.23, 0.41, -1.73], [0.12, -0.06, -0.13], [-0.25, 0.62, -0.38], [0.32, -0.11, -0.35], [1.02, 0.35, -1.45], [0.05, -0.38, 0.15], [-0.24, -0.36, -0.07], [-0.38, 0.28, -0.54], [0.10, 0.23, -0.18], [0.01, 0.24, 0.02], [-0.56, -0.44, 1.17], [-0.40, -0.80, 0.80], [-0.78, -0.47, -0.45], [-0.24, 0.09, 0.54], [-0.49, 0.01, 1.01], [0.75, -0.25, 0.05], [0.68, 0.61, 0.88], [0.09, -0.45, -1.57], [1.45, 1.24, 0.76], [-0.31, -2.41, 0.50], [-0.70, 0.79, -0.66], [0.00, 0.76, -0.35], [0.13, -1.53, -1.14], [-0.22, 0.17, 1.04], [-0.12, 0.82, -1.13], [0.03, -0.75, 0.54], [0.33, -0.42, -0.20], [-1.04, 0.85, -0.90], [-0.06, -0.34, 0.81], [-0.81, 0.25, -0.19], [-0.16, 0.26, 0.32], [0.20, 0.15, 0.09], [0.57, -0.12, -0.56], [-0.48, 0.09, 0.19], [0.24, 0.29, 0.50], [0.49, 0.31, 0.29], [-0.50, 0.29, -0.01], [-0.44, -0.39, -0.30], [0.15, -0.88, 0.93], [0.53, 0.29, 0.09], [0.10, 0.55, 0.30], [-0.28, -0.55, -0.24], [0.32, -0.45, -0.64], [1.45, 0.20, -0.27], [-0.02, 0.82, 2.09], [-0.66, -0.15, 0.02], [0.34, -1.95, 0.36], [-0.38, -0.18, -1.11], [1.30, 0.55, 1.28], [-0.04, -0.57, -0.39], [0.89, 0.32, 0.34], [-0.17, -0.06, -0.62], [-0.91, 0.12, 0.44], [-0.46, 1.57, 0.06], [-0.42, -0.55, -0.14], [0.23, -0.07, -0.01], [-0.34, -0.14, -0.19], [-0.50, 0.32, -0.24], [0.75, 0.00, -0.57], [-0.37, -0.30, -0.50], [0.15, 0.69, -0.29], [-0.25, -0.21, 0.33], [-0.32, 0.62, 0.10], [-0.53, -0.46, 0.18]], "e_above_lowest_kcal_mol": 91.9, "energy_ha": -4441.75135, "largest_force_ev_per_a": 4.5, "e_lumo_ev": 0.38, "mol_weight_g_mol": 1368.07, "homo_ev": -8.434, "orbital_gap_ev": 8.81}